Molecular formula: C31H19BrCrF6I2N4O7S2
Method: DFT, ωB97M-V with the def2-TZVPD basis set

E_LUMO (alpha / beta) (eV): 3.404 / 3.404
HOMO level (alpha / beta) (eV): -1.27 / -3.00
Total charge: -2
2S+1: 5
Strongest force on any atom (eV Å⁻¹): 3.73

Last column: Mulliken spin population.
Cartesian coordinates (Å):
1 Cr -0.3777 -0.8065 0.1503  3.908
2 I -1.3280 -8.2062 -1.7149  0.000
3 C -1.6599 -6.1635 -1.0152  0.005
4 C -2.8693 -5.4318 -0.9599  -0.002
5 C -2.8785 -4.0719 -0.5399  0.001
6 I -4.8041 -3.2026 -0.3694  0.000
7 C -1.6862 -3.4267 -0.1429  0.012
8 O -1.6409 -2.2970 0.5340  -0.002
9 C -0.4718 -4.2079 -0.3328  0.022
10 C 0.8955 -3.5224 -0.3224  -0.001
11 N 0.8733 -2.1814 -0.9987  0.023
12 C 2.2312 -1.6530 -1.2105  -0.018
13 C 2.1655 -0.1452 -1.2740  0.048
14 C 3.2245 0.4955 -1.9037  0.002
15 C 3.3647 1.8778 -1.8377  0.009
16 C 2.2750 2.5822 -1.2895  -0.006
17 C 1.2274 1.8862 -0.7240  0.030
18 N 1.2053 0.5461 -0.6637  -0.075
19 C -0.4852 -5.5413 -0.6462  0.000
20 H -3.8208 -5.9461 -1.0832  0.000
21 H 1.5458 -4.2455 -0.7717  0.006
22 H 1.2452 -3.2707 0.6884  0.005
23 H 0.4517 -2.3943 -1.8853  -0.001
24 H 2.5635 -2.0265 -2.2086  -0.004
25 H 2.9085 -2.0788 -0.4062  -0.002
26 H 3.9031 -0.1865 -2.4275  0.000
27 H 4.2427 2.3990 -2.2048  0.001
28 H 2.1950 3.6556 -1.4526  0.000
29 H 0.4011 2.4076 -0.2230  0.003
30 H 0.4574 -6.1044 -0.6537  -0.001
31 F -3.9681 0.1882 -3.2230  -0.001
32 C -3.0432 1.1324 -3.3135  0.001
33 F -3.1003 2.0143 -2.3241  -0.001
34 F -3.1720 1.7946 -4.4810  0.000
35 S -1.3631 0.3888 -3.1204  0.029
36 O -1.5048 -0.4131 -1.8794  -0.070
37 O -0.3893 1.4443 -3.1579  0.000
38 N -1.1830 -0.5277 -4.3849  0.002
39 S -1.6759 -2.0112 -4.5852  0.001
40 O -1.2529 -2.7381 -3.3810  0.003
41 O -3.0388 -2.0544 -5.0113  0.000
42 C -0.6678 -2.7826 -6.0105  0.000
43 F -1.5005 -3.7353 -6.4908  0.000
44 F -0.2728 -1.9551 -7.0125  0.000
45 F 0.4217 -3.3601 -5.4197  0.000
46 N -1.5720 8.5824 3.1534  0.006
47 C -1.8153 7.4469 3.0387  -0.002
48 C -1.9955 6.0545 2.8882  0.014
49 C -1.0756 5.1707 3.5127  -0.007
50 C -1.0637 3.8436 3.1521  0.013
51 C -1.8880 3.2844 2.1613  -0.006
52 C -2.8877 4.1302 1.6237  0.017
53 C -2.9586 5.4837 2.0101  -0.007
54 C -1.6185 1.9657 1.7121  0.027
55 C -1.2158 0.9070 1.1663  -0.003
56 H -0.2419 5.5332 4.2014  0.000
57 H -0.3588 3.2189 3.7287  0.001
58 H -3.5394 3.8071 0.8253  0.001
59 H -3.7568 6.1761 1.6765  0.000
60 Br 4.8992 3.1593 5.5259  0.000
61 C 3.7551 1.8390 4.8103  0.002
62 C 3.6192 0.5646 5.4029  -0.001
63 C 2.7192 -0.3654 4.9163  0.002
64 C 1.9756 -0.0454 3.7848  0.003
65 C 2.0545 1.2282 3.1935  0.006
66 C 2.9433 2.1681 3.7309  -0.002
67 C 1.1922 -1.0104 2.9671  0.038
68 O 0.7847 -2.0126 3.6146  0.013
69 O 1.0654 -0.7896 1.6916  -0.043
70 H 4.2542 0.3268 6.2375  0.000
71 H 2.6202 -1.3707 5.3503  0.001
72 H 1.4064 1.4575 2.3237  0.001
73 H 3.0553 3.1212 3.2846  0.000